Record 1
The following is a DFT calculation (wB97M-V/def2-TZVPD) of an isolated ion of composition C15H28N6O3 and charge +2.

Results
structure (SMILES): CNC(=O)[C@@H](Cc1c[nH]c[nH+]1)NC(=O)[C@@H](CCCC[NH3+])NC(C)=O
charge: +2
electronic energy: -31080.7332 eV
HOMO level: -15.17 eV

Each line ends with the Mulliken charge.
CARTESIAN COORDINATES (ANGSTROEM)
1 O -2.153 0.295 2.236  -0.707
2 O 2.545 1.136 0.015  -0.802
3 O 0.497 -0.840 -1.300  -0.868
4 C -2.825 -0.534 1.613  0.814
5 C 2.696 0.072 0.588  0.064
6 C -0.252 -0.433 -0.397  0.395
7 C 0.115 2.068 3.706  -0.738
8 C 1.050 1.589 2.849  0.428
9 C 0.933 3.795 2.533  -0.234
10 N 0.054 3.456 3.520  -0.040
11 N 3.908 -0.499 0.660  -0.091
12 N 0.193 -0.271 0.851  0.031
13 N -2.696 -0.751 0.279  -0.161
14 N 1.523 2.681 2.116  0.185
15 C -3.776 -1.410 2.340  -1.359
16 C 4.373 -1.631 1.446  -0.791
17 C -1.538 0.600 -3.115  -0.780
18 C -1.470 -0.021 -4.504  -0.746
19 C 1.565 0.168 2.827  -0.906
20 C -2.159 -0.325 -2.058  -0.757
21 C -0.627 -1.282 -4.659  -0.870
22 C 1.545 -0.514 1.468  -0.391
23 C -1.737 -0.077 -0.637  -0.006
24 N 0.744 -1.245 -4.040  -0.086
25 H -0.472 1.465 4.412  0.389
26 H 1.061 4.771 2.116  0.440
27 H -0.568 4.116 3.952  0.230
28 H 4.566 -0.041 0.101  0.294
29 H -0.580 0.050 1.423  0.184
30 H -3.305 -1.427 -0.129  0.320
31 H 2.265 2.620 1.411  0.205
32 H -3.486 -2.484 2.271  0.340
33 H -3.817 -1.114 3.350  0.390
34 H -4.803 -1.310 1.858  0.353
35 H 4.645 -1.305 2.495  0.274
36 H 3.608 -2.435 1.566  0.298
37 H 5.281 -2.082 1.033  0.354
38 H -2.159 1.503 -3.155  0.451
39 H -0.519 0.866 -2.838  0.308
40 H -2.530 -0.229 -4.855  0.310
41 H -1.103 0.730 -5.173  0.437
42 H 2.590 0.084 3.238  0.421
43 H 0.877 -0.395 3.486  0.434
44 H -2.007 -1.410 -2.282  0.400
45 H -3.245 -0.119 -2.107  0.493
46 H -1.211 -2.083 -4.233  0.403
47 H -0.554 -1.496 -5.696  0.465
48 H 1.694 -1.564 1.516  0.956
49 H -1.917 1.003 -0.460  0.170
50 H 1.240 -0.388 -4.265  0.371
51 H 1.282 -2.049 -4.363  0.438
52 H 0.660 -1.305 -3.010  0.286



Record 2
The following is a DFT calculation (wB97M-V/def2-TZVPD) of a 2-piece molecular cluster, C10H16O overall.

Results
structure (SMILES): Cc1ccc(O)cc1.CCC
charge: 0
electronic energy: -12674.0963 eV
HOMO level: -8.40 eV

Each line ends with the Mulliken charge.
CARTESIAN COORDINATES (ANGSTROEM)
1 C 3.109 0.665 0.737  -1.639
2 C 0.258 -1.665 1.395  0.094
3 C 1.065 -0.640 1.681  -0.579
4 C 0.257 -2.318 0.118  -0.034
5 C 1.816 -0.034 0.582  0.758
6 C 0.733 -1.578 -0.932  -0.298
7 C 1.427 -0.305 -0.704  -0.567
8 O -0.690 -3.299 0.042  -0.568
9 H -0.411 -2.108 2.284  0.207
10 H 1.090 -0.203 2.661  0.423
11 H -1.539 -2.851 -0.402  0.365
12 H 0.871 -2.043 -1.939  0.332
13 H 3.884 0.087 0.217  0.358
14 H 3.467 0.510 1.668  0.511
15 H 1.704 0.183 -1.651  0.388
16 H 3.140 1.716 0.448  0.315
17 C -1.396 1.491 -0.247  0.178
18 C -2.341 0.303 0.166  -0.691
19 C -1.628 2.074 -1.606  -0.913
20 H -1.661 2.191 0.515  0.370
21 H -0.259 1.273 -0.108  -0.220
22 H -2.653 0.140 1.212  0.319
23 H -2.598 1.661 -1.902  0.244
24 H -1.732 3.149 -1.466  0.254
25 H -1.876 -0.670 0.053  -0.192
26 H -3.275 0.368 -0.475  0.325
27 H -0.761 1.904 -2.346  0.259



Record 3
The following is a DFT calculation (wB97M-V/def2-TZVPD) of one molecule with the formula CH4I2Si.

Results
structure (SMILES): C[SiH](I)I
charge: 0
electronic energy: -25180.9844 eV
HOMO level: -9.02 eV

Each line ends with the Mulliken charge.
CARTESIAN COORDINATES (ANGSTROEM)
1 C 0.160 -0.210 1.126  -0.983
2 Si -0.349 0.517 -0.680  0.322
3 I -2.720 -0.039 -1.593  -0.031
4 I 1.810 -1.166 -2.172  -0.281
5 H -0.609 -0.785 1.574  0.321
6 H 1.135 -0.742 1.066  0.305
7 H 0.605 0.510 1.802  0.333
8 H -0.033 1.914 -1.124  0.015



Record 4
The following is a DFT calculation (wB97M-V/def2-TZVPD) of C11H21N3O5 as an isolated structure.

Results
charge: 0
electronic energy: -26448.5283 eV
HOMO level: -9.65 eV

Each line ends with the Mulliken charge.
CARTESIAN COORDINATES (ANGSTROEM)
1 C 1.472 -0.843 -1.628  0.507
2 C 1.378 -0.013 -0.334  0.064
3 C 0.279 -1.709 -2.000  -1.021
4 C 0.696 -2.701 -3.238  -1.161
5 C -0.396 -3.884 -3.238  -0.632
6 C -1.669 -3.214 -3.114  -0.269
7 C 0.084 1.210 1.229  0.175
8 C 0.667 0.671 2.522  0.825
9 C -1.400 1.493 1.240  -1.136
10 C -2.065 2.601 2.000  -0.439
11 C -1.129 3.738 2.097  0.389
12 H 3.496 -1.429 -0.809  0.330
13 H 3.178 -1.469 -2.501  0.316
14 H 1.528 -0.104 -2.365  0.340
15 H -0.178 -2.214 -0.999  0.407
16 H -0.588 -1.080 -2.271  0.603
17 H 0.790 -2.152 -4.189  0.330
18 H 1.542 -3.156 -3.160  0.693
19 H -0.287 -4.432 -4.109  0.426
20 H 0.053 -4.691 -2.514  0.266
21 H -1.695 -2.130 -3.684  0.226
22 H -1.875 -2.825 -2.001  0.073
23 H -2.866 -5.169 -3.414  0.294
24 H -2.909 -3.727 -4.943  0.309
25 H -0.781 0.084 -0.416  0.346
26 H 0.696 2.047 0.804  0.258
27 H -1.742 1.896 0.307  0.545
28 H -2.082 0.537 1.422  0.306
29 H -2.423 2.225 3.029  0.319
30 H -2.846 3.045 1.346  0.330
31 H -0.512 2.421 3.013  0.349
32 H 2.251 -0.036 1.471  0.415
33 N 2.740 -1.787 -1.598  -0.760
34 N -2.905 -3.884 -3.641  -0.656
35 N 0.196 0.129 0.180  -0.257
36 O 2.292 0.416 0.344  -0.719
37 O -0.064 0.966 3.511  -0.623
38 O -1.326 4.871 1.663  -0.634
39 O -0.244 3.465 3.064  -0.482
40 O 1.782 -0.087 2.439  -0.654



Record 5
The following is a DFT calculation (wB97M-V/def2-TZVPD) of one molecule with the formula C4H7NO2S.

Results
structure (SMILES): N[C@@H]1[C@H](O)[C@H]1OC=S
charge: 0
electronic energy: -20679.7358 eV
HOMO level: -8.99 eV

Each line ends with the Mulliken charge.
CARTESIAN COORDINATES (ANGSTROEM)
1 C -1.700 -0.719 0.204  -0.074
2 C -1.045 0.481 0.792  -0.009
3 C -0.318 -0.294 -0.218  -0.378
4 C 1.909 -0.818 0.262  -0.011
5 H -3.605 -0.891 -0.533  0.239
6 H -2.805 0.418 -1.005  0.276
7 H -1.746 -1.662 0.779  0.344
8 H -0.740 0.519 1.856  0.307
9 H -0.883 2.284 0.003  0.311
10 H -0.154 0.036 -1.239  0.515
11 H 2.538 -1.609 0.717  0.312
12 N -2.684 -0.571 -0.833  -0.675
13 O -1.556 1.688 0.275  -0.561
14 O 0.657 -1.180 0.309  -0.308
15 S 2.518 0.559 -0.353  -0.290



Record 6
The following is a DFT calculation (wB97M-V/def2-TZVPD) of C39H34BFeN7O6S as an isolated structure.

Results
expectation value of S²: 6.013
charge: -2
electronic energy: -109616.6174 eV
HOMO level (alpha / beta): -1.64 / -2.01 eV
multiplicity: 5

Each line ends with the Löwdin spin population.
CARTESIAN COORDINATES (ANGSTROEM)
1 Fe -0.672 0.627 -0.129  3.678
2 C 1.084 -2.260 0.544  0.005
3 C 2.291 -1.522 1.034  0.002
4 C 3.533 -2.142 0.982  0.000
5 C 4.692 -1.477 1.350  0.002
6 C 4.598 -0.155 1.750  0.000
7 C 3.373 0.495 1.821  0.002
8 C 3.328 1.955 2.163  0.000
9 C 2.190 -0.205 1.510  0.003
10 N 0.955 0.453 1.549  0.043
11 C 0.630 1.069 2.678  0.004
12 O 1.161 0.982 3.801  0.003
13 C -0.514 2.059 2.521  0.003
14 C -0.964 2.838 3.577  0.001
15 C -1.966 3.765 3.328  0.000
16 C -2.489 3.899 2.048  0.001
17 C -1.997 3.067 1.053  0.003
18 N -1.033 2.186 1.305  0.030
19 C -2.507 3.098 -0.379  0.007
20 O -3.192 4.071 -0.744  0.010
21 N -2.128 2.029 -1.056  0.039
22 C -2.462 1.920 -2.415  0.003
23 C -1.706 2.587 -3.387  0.002
24 C -0.656 3.570 -2.965  0.002
25 C -1.956 2.334 -4.729  0.000
26 C -2.952 1.451 -5.120  0.003
27 C -3.732 0.838 -4.151  0.000
28 C -3.510 1.073 -2.799  0.002
29 C -4.418 0.485 -1.758  0.000
30 H 1.336 -3.296 0.306  0.000
31 H 0.696 -1.795 -0.368  0.004
32 H 0.282 -2.262 1.278  0.000
33 H 3.585 -3.164 0.623  0.000
34 H 5.655 -1.971 1.294  0.000
35 H 5.496 0.405 1.994  0.000
36 H 4.322 2.397 2.064  0.000
37 H 2.959 2.115 3.178  0.000
38 H 2.647 2.471 1.485  0.000
39 H -0.523 2.686 4.552  0.000
40 H -2.347 4.381 4.136  0.000
41 H -3.259 4.611 1.791  0.000
42 H 0.037 3.122 -2.248  0.002
43 H -1.122 4.422 -2.464  0.000
44 H -0.089 3.927 -3.826  0.000
45 H -1.350 2.835 -5.477  0.000
46 H -3.123 1.248 -6.170  0.000
47 H -4.532 0.167 -4.441  0.000
48 H -4.954 -0.382 -2.153  0.000
49 H -5.155 1.228 -1.440  0.000
50 H -3.867 0.187 -0.866  0.000
51 N 1.398 -4.845 4.794  0.000
52 C 0.398 -4.000 4.278  0.000
53 C 0.522 -2.618 4.388  0.000
54 C -0.456 -1.786 3.875  0.000
55 C -1.568 -2.331 3.243  0.000
56 C -1.716 -3.706 3.160  0.000
57 C -0.739 -4.538 3.684  0.000
58 S -2.748 -1.251 2.488  0.003
59 O -2.750 -0.048 3.283  0.000
60 O -3.974 -2.005 2.355  0.003
61 N -2.133 -0.846 1.062  0.024
62 C -2.107 -1.720 0.045  0.005
63 N -2.401 -3.026 0.136  0.001
64 C -2.296 -3.717 -0.986  0.002
65 C -1.903 -3.179 -2.207  0.001
66 C -1.576 -1.829 -2.191  0.006
67 N -1.675 -1.117 -1.091  0.031
68 H 2.297 -4.386 4.843  0.000
69 H 1.478 -5.713 4.283  0.000
70 H 1.401 -2.182 4.845  0.000
71 H -0.335 -0.712 3.962  0.000
72 H -2.579 -4.105 2.653  0.000
73 H -0.846 -5.614 3.611  0.000
74 H -2.524 -4.777 -0.906  0.000
75 H -1.830 -3.773 -3.104  0.000
76 H -1.215 -1.304 -3.068  0.001
77 O 1.171 0.185 -2.827  0.010
78 B 1.037 0.795 -1.521  0.043
79 O 2.265 1.508 -1.310  0.007
80 C 3.048 1.323 -2.393  0.002
81 C 4.314 1.807 -2.633  0.000
82 C 4.907 1.467 -3.851  0.000
83 C 4.242 0.673 -4.776  0.000
84 C 2.959 0.184 -4.520  0.001
85 C 2.384 0.524 -3.317  0.003
86 H 4.820 2.417 -1.900  0.000
87 H 5.902 1.827 -4.074  0.000
88 H 4.726 0.426 -5.712  0.000
89 H 2.430 -0.434 -5.231  0.000